76
Properties=species:S:1:pos:R:3:lowdin_charge:R:1 method="wB97M-V/def2-TZVPD" relative_energy_ev=0.000 charge=+3 molar_mass_g_mol=691.4
Ga 1.487 -0.167 -0.259 0.3343
C 4.155 -1.695 -0.817 0.0241
O 2.705 -1.785 -0.760 -0.1881
C 2.136 -3.074 -0.798 -0.1808
C 2.839 -4.254 -0.811 -0.0299
C 2.106 -5.444 -0.805 -0.6494
Br 3.037 -7.066 -0.790 0.8840
C 0.721 -5.435 -0.813 -0.0139
C 0.027 -4.223 -0.828 -0.0521
C 0.767 -3.063 -0.801 -0.1553
O 0.188 -1.782 -0.709 -0.0155
C -1.440 -4.224 -0.828 -0.2763
N -2.137 -5.189 -0.335 0.2108
C -3.470 -4.826 -0.504 -0.2026
C -4.628 -5.511 -0.138 0.0125
C -5.834 -4.884 -0.361 -0.0520
C -5.899 -3.618 -0.971 -0.0593
C -4.764 -2.935 -1.352 -0.0208
C -3.550 -3.574 -1.119 -0.1879
N -2.225 -3.169 -1.297 0.1310
H 4.508 -2.134 -1.748 0.1264
H 4.597 -2.195 0.041 0.1251
H 4.404 -0.637 -0.792 0.0849
H 3.919 -4.293 -0.809 0.1190
H 0.152 -6.355 -0.803 0.1323
H -0.747 -1.868 -0.423 0.1318
H -4.565 -6.512 0.267 0.1261
H -6.753 -5.377 -0.075 0.1173
H -6.867 -3.169 -1.148 0.1157
H -4.828 -1.946 -1.788 0.1097
H -1.947 -2.480 -1.978 0.1554
C -1.081 0.871 4.972 -0.0906
C -2.241 0.098 4.343 -0.2306
C -2.722 0.614 2.985 -0.1778
C -1.683 0.571 1.867 -0.1670
N -0.713 1.682 1.986 0.0683
C 0.591 1.625 2.127 -0.6960
S 1.475 0.080 1.964 0.8432
N 1.308 2.689 2.418 0.0568
C 0.813 4.080 2.423 -0.1378
C 0.556 4.600 1.012 -0.2189
C 0.120 6.065 1.024 -0.2527
C -0.265 6.546 -0.370 -0.0957
H -0.983 0.601 6.022 0.0893
H -1.246 1.951 4.931 0.0789
H -0.122 0.639 4.499 0.0443
H -3.093 0.142 5.021 0.1210
H -1.965 -0.956 4.249 0.1168
H -3.101 1.637 3.085 0.1259
H -3.565 0.001 2.662 0.1267
H -2.181 0.680 0.900 0.1282
H -1.142 -0.373 1.891 0.0874
H -1.147 2.574 2.198 0.1512
H 2.292 2.542 2.586 0.1463
H 1.576 4.684 2.910 0.1448
H -0.090 4.146 3.035 0.1332
H -0.216 3.998 0.518 0.1027
H 1.473 4.494 0.423 0.1133
H 0.936 6.677 1.414 0.1222
H -0.731 6.183 1.699 0.1205
H 0.575 6.465 -1.062 0.0759
H -0.571 7.590 -0.342 0.0863
H -1.101 5.967 -0.769 0.0764
C 1.653 1.625 -4.891 0.0302
N 2.804 1.756 -3.986 -0.0850
C 4.103 1.980 -4.385 0.0250
C 4.863 2.072 -3.269 0.0069
N 4.006 1.915 -2.205 0.1008
C 2.755 1.723 -2.652 -0.6464
S 1.289 1.576 -1.713 0.8181
H 2.018 1.511 -5.906 0.1139
H 1.029 2.514 -4.834 0.1143
H 1.064 0.754 -4.616 0.0967
H 4.381 2.068 -5.422 0.1559
H 5.922 2.227 -3.150 0.1495
H 4.265 2.000 -1.235 0.1710